A structure of composition C47H42CaN4Sb2, computed with the ωB97M-V functional and the def2-TZVPD basis.

Last column: Mulliken charge in e.
Atoms and positions in Å:
1 Ca -0.98564 -0.27486 0.38808  2.01
2 C -3.20781 3.49144 2.09060  -0.91
3 C -4.34334 2.99000 2.70289  -0.84
4 C -4.57770 1.62477 2.67846  -0.85
5 C -3.66928 0.78733 2.04241  0.41
6 N -2.57189 1.27712 1.44664  0.61
7 C -2.35610 2.59281 1.47566  -0.54
8 C -3.86687 -0.69288 1.97547  0.36
9 C -4.96391 -1.31661 2.55970  -0.89
10 C -5.08286 -2.69021 2.45706  -1.41
11 C -4.11425 -3.41026 1.77972  -1.07
12 C -3.04861 -2.72431 1.21441  0.20
13 N -2.93728 -1.39506 1.31992  1.57
14 C -1.95490 -3.43311 0.48404  0.66
15 C -2.03025 -4.78218 0.16752  -1.16
16 C -0.96485 -5.39347 -0.47445  -0.91
17 C 0.15712 -4.64389 -0.78240  -1.10
18 C 0.15136 -3.30200 -0.44647  -0.73
19 N -0.87286 -2.70273 0.16312  1.03
20 H -2.98635 4.54891 2.08448  0.51
21 H -5.04358 3.65197 3.19411  0.47
22 H -5.46363 1.23276 3.15293  0.50
23 H -1.46072 2.94673 0.97231  0.28
24 H -5.71446 -0.75523 3.09319  0.53
25 H -5.92328 -3.19896 2.90930  0.47
26 H -4.19520 -4.48365 1.71153  0.50
27 H -2.90888 -5.36191 0.40594  0.48
28 H -1.01303 -6.44421 -0.72700  0.46
29 H 1.01588 -5.08002 -1.27227  0.57
30 H 1.00637 -2.67411 -0.67725  0.56
31 C 2.89024 2.38224 -0.12122  -1.00
32 C 2.56649 3.06370 -1.44758  -0.95
33 C 1.08802 2.98184 -1.85510  -0.49
34 Sb 0.69389 1.33489 -3.21328  1.09
35 C -1.15585 0.61170 -2.35345  -0.67
36 C -1.45465 -0.74920 -2.50107  -0.44
37 C -2.71037 -1.25079 -2.16914  -0.56
38 C -3.68944 -0.39439 -1.68274  -0.53
39 C -3.41200 0.95953 -1.52935  -0.70
40 C -2.15636 1.45548 -1.86270  0.21
41 C -0.31642 2.51021 -4.68054  0.27
42 C -1.50558 2.08459 -5.26547  -0.34
43 C -2.10830 2.84360 -6.25951  -0.67
44 C -1.52334 4.02863 -6.68207  -0.46
45 C -0.33045 4.45178 -6.11436  -0.64
46 C 0.27262 3.69310 -5.12084  -0.37
47 Sb 2.30693 0.32449 0.05814  0.53
48 C 3.75796 -0.62551 -1.15384  0.79
49 C 5.10314 -0.53300 -0.80501  -0.55
50 C 6.06586 -1.16066 -1.58170  -0.69
51 C 5.69023 -1.88707 -2.70378  -0.54
52 C 4.35176 -1.98590 -3.05336  -0.85
53 C 3.38704 -1.35419 -2.27982  -0.22
54 C 3.22109 -0.04923 1.94173  0.59
55 C 3.78623 0.95759 2.71842  -0.31
56 C 4.39059 0.65061 3.93235  -0.79
57 C 4.43340 -0.66211 4.37626  -0.61
58 C 3.86819 -1.67178 3.60797  -0.71
59 C 3.26157 -1.36518 2.39896  -0.52
60 H 2.38383 2.90632 0.69521  0.46
61 H 3.96201 2.41746 0.07949  0.64
62 H 3.20295 2.64527 -2.23371  0.32
63 H 2.86213 4.11250 -1.35791  0.43
64 H 0.77815 3.87120 -2.40463  0.81
65 H 0.44244 2.91851 -0.97424  -0.42
66 H -0.70138 -1.42378 -2.89618  0.47
67 H -2.92715 -2.30314 -2.30633  0.50
68 H -4.67210 -0.77755 -1.43827  0.47
69 H -4.17752 1.63130 -1.16102  0.51
70 H -1.96271 2.51920 -1.76964  0.61
71 H -1.97718 1.15933 -4.95316  0.38
72 H -3.03402 2.50608 -6.70699  0.40
73 H -1.99282 4.61829 -7.45785  0.40
74 H 0.13451 5.37027 -6.44722  0.40
75 H 1.21106 4.03821 -4.69845  0.41
76 H 5.40591 0.01612 0.07996  0.35
77 H 7.11013 -1.08556 -1.30883  0.42
78 H 6.44351 -2.37596 -3.30683  0.41
79 H 4.06035 -2.54634 -3.93210  0.44
80 H 2.34583 -1.41190 -2.58025  0.31
81 H 3.77490 1.98840 2.38711  0.35
82 H 4.83985 1.43837 4.52317  0.46
83 H 4.91677 -0.90130 5.31438  0.43
84 H 3.91191 -2.69943 3.94584  0.46
85 H 2.83730 -2.16792 1.80293  0.37
86 C 0.75580 -0.80600 5.32813  -0.39
87 C 0.84834 0.41493 4.68072  -1.09
88 C 0.36820 0.51358 3.38846  -0.26
89 N -0.18026 -0.50998 2.72599  0.58
90 C -0.25908 -1.68499 3.36140  -0.21
91 C 0.18824 -1.87671 4.65500  -1.08
92 H 1.12518 -0.92262 6.33818  0.45
93 H 1.29055 1.27638 5.16024  0.50
94 H 0.43525 1.45757 2.85538  0.32
95 H -0.69704 -2.50570 2.80664  0.24
96 H 0.10044 -2.84952 5.11784  0.52

Energy above the lowest of the compared OMol25 structures with the same formula, charge and spin = 0.050 eV
Net charge = +2
Gap between HOMO and LUMO = 7.137 eV